Below is one molecule with the formula C4H4N2O3 at a distorted geometry, with properties calculated with wB97M-V/def2-TZVPD.

```
! wB97M-V def2-TZVPD RIJCOSX def2/J DEFGRID3
* xyz 0 1
N -1.9660 1.0044 0.2133
C -0.8246 0.3340 -0.0682
C 0.4853 0.7421 0.0123
O 1.0231 2.0021 -0.0615
C 1.4678 -0.4100 0.0801
O 2.6789 -0.2909 0.1217
N 0.7417 -1.6090 0.0802
C -0.6000 -1.4324 0.0704
O -1.4966 -2.2418 -0.0298
H -1.7367 1.9207 0.0187
H -2.9543 0.7147 -0.1996
H 1.9855 1.8066 -0.1775
H 1.1958 -2.5407 -0.0600
*
```

Kohn-Sham gap	8.612	eV
LUMO	0.09	eV
electronic energy	-490.04265	Ha
energy above the lowest of the compared OMol25 structures with the same formula, charge and spin	108.2	kJ/mol
highest occupied orbital energy	-0.3132	hartree
SMILES	NC1=C(O)C(=O)NC1=O



Below is one molecule with the formula C5H7NO, with properties calculated with wB97M-V/def2-TZVPD.

```
! wB97M-V def2-TZVPD RIJCOSX def2/J DEFGRID3
* xyz 0 1
C -0.7731 -2.2619 0.9327
C -0.4853 -1.1262 0.6487
C -0.2553 0.2735 0.2487
C -1.4756 0.8305 -0.5126
C 1.0377 0.4239 -0.5933
N 2.1850 0.3474 0.1328
O 1.0379 0.6489 -1.7875
H -1.0878 -3.2535 1.1789
H -0.0905 0.8498 1.1724
H -2.0272 1.5287 0.1193
H -2.1553 0.0282 -0.8097
H -1.1428 1.3367 -1.4207
H 3.0459 0.3602 -0.3935
H 2.1865 0.0138 1.0838
*
```

Kohn-Sham gap	10.625	eV
LUMO	0.87	eV
electronic energy	-324.66916	Ha
energy above the lowest of the compared OMol25 structures with the same formula, charge and spin	145.2	kJ/mol
highest occupied orbital energy	-0.3586	hartree
SMILES	C#C[C@H](C)C(N)=O



Below is C26H24AsF10N3O7Pb as an isolated structure, with properties calculated with wB97M-V/def2-TZVPD.

```
! wB97M-V def2-TZVPD RIJCOSX def2/J DEFGRID3
* xyz -1 2
Pb -1.0858 -0.5591 0.2982
C -4.7753 1.5855 -2.0481
N -4.0746 0.5102 -2.7263
C -4.3554 -0.7686 -2.0910
C -2.6416 0.6925 -2.9917
C -1.9820 1.9664 -2.4861
N -1.9857 2.0252 -1.0422
C -1.5775 3.1141 -0.3977
C -1.7691 3.1268 1.0160
F -2.3821 2.1022 1.5832
C -1.3514 4.1785 1.7975
F -1.5506 4.1330 3.1209
C -0.7182 5.2762 1.2428
C -0.5177 5.2960 -0.1286
F 0.1057 6.3477 -0.6866
C -0.9341 4.2662 -0.9358
F -0.6793 4.3525 -2.2477
H -5.8449 1.3702 -2.0777
H -4.4870 1.7017 -0.9931
H -4.6222 2.5358 -2.5609
H -3.8763 -1.5736 -2.6489
H -4.0139 -0.8132 -1.0462
H -5.4316 -0.9509 -2.0940
H -2.0817 -0.1441 -2.5636
H -2.4657 0.6546 -4.0740
H -0.9453 1.9539 -2.8391
H -2.4503 2.8578 -2.9148
H -0.3853 6.0959 1.8627
C 3.8948 -4.8046 3.0445
O 4.1887 -3.5373 3.6036
C 3.4491 -2.4822 3.1766
C 3.7616 -1.2481 3.7872
C 3.0575 -0.1426 3.4159
C 2.0208 -0.1713 2.4517
C 1.3292 1.0541 2.1295
C 1.8296 2.3648 2.7056
O 0.3259 1.1339 1.4055
C 1.7093 -1.4248 1.8341
O 0.8179 -1.6026 0.9261
C 2.4625 -2.5660 2.2296
H 4.5745 -5.5083 3.5178
H 4.0601 -4.8081 1.9644
H 2.8628 -5.0970 3.2512
H 4.5408 -1.2102 4.5351
H 3.2996 0.7953 3.8969
H 2.8993 2.4963 2.5476
H 1.6354 2.4026 3.7791
H 1.2859 3.1735 2.2229
H 2.1945 -3.4940 1.7475
O -0.8143 -2.4472 -1.3816
C 0.2122 -2.7147 -1.9896
C 1.2931 -1.8257 -2.3431
C 2.3716 -2.4034 -3.0112
C 3.4340 -1.6384 -3.4253
C 3.4465 -0.2509 -3.1937
C 2.4016 0.3381 -2.5499
C 1.2727 -0.4125 -2.0782
O 0.3292 0.1880 -1.4827
N 4.5424 -2.2619 -4.1138
O 5.4706 -1.5522 -4.4691
O 4.5111 -3.4693 -4.2934
H 0.3523 -3.7551 -2.3380
H 2.3768 -3.4675 -3.2104
H 4.2951 0.3257 -3.5333
H 2.3930 1.4028 -2.3552
F -3.8512 -0.5647 1.4360
As -3.6227 -1.8227 2.6370
F -4.5905 -0.9417 3.7611
F -2.1840 -0.9792 3.1503
F -3.3363 -3.0693 3.7941
F -2.6155 -2.6807 1.4651
F -5.0086 -2.6544 2.0254
*
```

Kohn-Sham gap (alpha / beta)	7.815 / 5.905	eV
LUMO (alpha / beta)	1.96 / 0.04	eV
electronic energy	-5123.53966	Ha
expectation value of S²	0.80
energy above the lowest of the compared OMol25 structures with the same formula, charge and spin	20.4	kJ/mol
highest occupied orbital energy (alpha / beta)	-0.2153 / -0.2154	hartree



Below is a 2-piece molecular cluster, C7H8N3O overall at a distorted geometry, with properties calculated with wB97M-V/def2-TZVPD.

```
! wB97M-V def2-TZVPD RIJCOSX def2/J DEFGRID3
* xyz 1 3
C -1.1749 0.2767 -1.3281
C -1.1724 -1.0598 0.7536
C 0.0690 0.7606 -1.0862
C 0.0168 -0.5148 0.9942
C -1.9024 -0.5991 -0.4151
C 0.6530 0.3668 0.1133
C 2.3203 1.4617 1.4456
N 3.5720 -0.8198 -0.7184
N -3.1297 -1.1150 -0.6229
N 1.9401 0.6710 0.5049
O 3.4666 -0.5057 -1.7936
H -1.7143 0.5265 -2.2196
H -1.5617 -1.7139 1.5364
H 0.5753 1.5074 -1.7532
H 0.5504 -0.6789 1.8580
H 3.3217 1.6539 1.4827
H 1.5523 1.7643 2.2230
H -3.7389 -0.5671 -1.1980
H -3.6434 -1.4145 0.2234
*
```

Kohn-Sham gap (alpha / beta)	7.208 / 7.280	eV
LUMO (alpha / beta)	-3.64 / -6.76	eV
electronic energy	-510.65193	Ha
expectation value of S²	2.02
energy above the lowest of the compared OMol25 structures with the same formula, charge and spin	0.0	kJ/mol
highest occupied orbital energy (alpha / beta)	-0.3988 / -0.5161	hartree



Below is an isolated ion of composition C7H12NOS and charge +1 at a distorted geometry, with properties calculated with wB97M-V/def2-TZVPD.

```
! wB97M-V def2-TZVPD RIJCOSX def2/J DEFGRID3
* xyz 1 1
C -0.6997 -0.4414 -0.1001
C -1.0004 0.2797 -1.1837
C -3.1393 -1.1540 -0.1673
C -2.2323 0.2164 -1.9151
C -0.0817 1.2181 -1.9918
C -0.1402 -0.1111 2.2600
C 1.1416 -1.5963 0.6997
N 0.3314 -0.3728 0.8957
O -3.1540 -0.7592 -1.3421
S -3.6331 -1.8235 1.1628
H -2.6031 1.3090 -1.7281
H -2.2348 -0.0392 -2.9591
H -0.5321 1.9991 -2.5627
H 0.6463 0.5643 -2.6314
H 0.5930 1.7067 -1.2764
H 0.6742 -0.4036 2.9266
H -0.2768 0.8690 2.4101
H -1.0445 -0.5600 2.5362
H 0.7579 -2.3686 1.3133
H 1.1004 -1.8692 -0.3396
H 2.1385 -1.3923 1.0982
H 0.8301 0.4208 0.5165
*
```

Kohn-Sham gap (alpha / beta)	7.788 / 7.789	eV
LUMO (alpha / beta)	-3.74 / -3.74	eV
electronic energy	-801.65851	Ha
energy above the lowest of the compared OMol25 structures with the same formula, charge and spin	507.6	kJ/mol
highest occupied orbital energy (alpha / beta)	-0.4237 / -0.4237	hartree



Below is a 12-piece molecular cluster, C12H48O12 overall at a distorted geometry, with properties calculated with wB97M-V/def2-TZVPD.

```
! wB97M-V def2-TZVPD RIJCOSX def2/J DEFGRID3
* xyz 0 1
C -11.6513 -18.6713 -10.4460
O -12.5057 -19.4013 -9.5963
H -10.6586 -18.5737 -10.0049
H -11.5769 -19.1713 -11.4176
H -12.0374 -17.6607 -10.6039
H -13.3126 -19.6871 -10.0587
C -12.9114 -18.3184 -14.2230
O -13.3944 -17.6634 -13.0621
H -12.4931 -17.6246 -14.9615
H -12.0832 -19.0057 -14.0088
H -13.7322 -18.8523 -14.6966
H -12.6586 -17.0886 -12.7596
C -10.3331 -15.6708 -13.1673
O -11.5384 -15.6931 -12.4268
H -10.4757 -15.5947 -14.2528
H -9.7067 -14.8160 -12.8982
H -9.7711 -16.5918 -13.0122
H -11.8682 -14.7885 -12.4003
C -8.4684 -18.2348 -7.6321
O -7.6352 -17.1786 -7.1908
H -7.9293 -18.7762 -8.4189
H -8.5923 -18.9924 -6.8587
H -9.4472 -17.8524 -7.9240
H -7.5301 -16.5596 -7.9391
C -7.1045 -19.1430 -11.3407
O -6.8737 -17.7600 -11.6558
H -8.0948 -19.2225 -10.8890
H -7.1947 -19.7662 -12.2329
H -6.3060 -19.5011 -10.7002
H -6.9442 -17.6585 -12.6073
C -11.0672 -20.5098 -6.6222
O -11.6520 -19.2950 -7.0326
H -11.8053 -21.3198 -6.6983
H -10.2225 -20.7919 -7.2622
H -10.7368 -20.4732 -5.5857
H -11.9972 -19.4363 -7.9373
C -9.3645 -22.1401 -10.2834
O -8.0784 -22.3159 -10.8573
H -10.1416 -22.5998 -10.9004
H -9.3872 -22.6426 -9.3184
H -9.6205 -21.0871 -10.1399
H -8.1423 -22.3054 -11.8140
C -8.6459 -15.5057 -9.8281
O -7.2834 -15.8297 -9.6826
H -9.2788 -16.3637 -10.0848
H -9.0091 -15.0738 -8.8982
H -8.8692 -14.8006 -10.6383
H -7.0077 -16.4077 -10.4193
C -15.3932 -20.8752 -8.3650
O -16.5565 -21.1613 -7.6016
H -14.5323 -20.7451 -7.7053
H -15.1585 -21.6652 -9.0863
H -15.5804 -19.9785 -8.9506
H -16.4954 -22.0435 -7.2296
C -13.0336 -23.0981 -10.8218
O -14.2854 -23.7065 -11.1253
H -13.0724 -22.0105 -10.8216
H -12.7461 -23.2954 -9.7784
H -12.2226 -23.5195 -11.4174
H -14.0757 -24.6327 -11.2738
C -12.3011 -15.3176 -9.0783
O -12.7684 -14.0416 -8.7378
H -12.5482 -16.1056 -8.3623
H -12.7798 -15.6441 -10.0067
H -11.2428 -15.3887 -9.3478
H -12.2580 -13.6576 -8.0220
C -15.0091 -20.7333 -12.3650
O -14.5938 -19.6543 -11.5406
H -14.2155 -21.3623 -12.7680
H -15.6353 -21.3296 -11.7000
H -15.6943 -20.4121 -13.1544
H -14.1732 -18.9463 -12.0800
*
```

Kohn-Sham gap	9.269	eV
LUMO	-0.12	eV
electronic energy	-1388.66063	Ha
energy above the lowest of the compared OMol25 structures with the same formula, charge and spin	495.1	kJ/mol
highest occupied orbital energy	-0.3450	hartree
SMILES	CO.CO.CO.CO.CO.CO.CO.CO.CO.CO.CO.CO



Question: What is the electronic energy in the third record?
Answer: -5123.53966 Ha



Question: Among the records above, which one has the highest electronic energy?
Answer: C5H7NO



Question: Among the records above, which one has the lowest energy above the lowest of the compared OMol25 structures with the same formula, charge and spin?
Answer: C7H8N3O



Question: What is the energy above the lowest of the compared OMol25 structures with the same formula, charge and spin in the fifth record?
Answer: 507.6 kJ/mol